Entry 1
DFT (ωB97M-V/def2-TZVPD) results for C3H8N4O in the gas phase.

ORCA input file:
```
! RIJCOSX wB97M-V def2-TZVPD def2/J DEFGRID3
* xyz 0 1
C 0.033 -0.270 2.283
N -0.504 0.162 1.000
N 0.532 0.223 -0.090
N 1.018 1.490 -0.358
C -0.126 -0.432 -1.172
N 0.193 -0.188 -2.501
C -1.118 -1.188 -0.715
O -1.965 -2.020 -0.617
H 1.106 -0.088 2.379
H -0.120 -1.343 2.432
H -0.438 0.264 3.113
H -1.521 0.189 1.008
H 1.495 1.501 -1.260
H 1.649 1.769 0.387
H -0.025 0.780 -2.728
H -0.210 -0.849 -3.160
*
```

natural (NBO) atomic charge list, values in e, 5 entries: number 1, C, carries -0.42; number 2, N, carries -0.53; number 3, N, carries -0.10; number 4, N, carries -0.69; number 5, C, carries 0.00

Entry 2
DFT (ωB97M-V/def2-TZVPD) results for a molecular structure, C3H8N4O.

ORCA input file:
```
! RIJCOSX wB97M-V def2-TZVPD def2/J DEFGRID3
* xyz 0 1
C 0.335 -1.644 0.452
C 1.012 -1.248 -0.828
C -0.756 1.337 0.567
H 0.836 -1.027 1.274
H 0.701 -2.586 0.950
H -0.679 -1.788 0.405
H 1.866 -1.464 -2.554
H 1.541 1.252 -1.074
H -2.549 2.508 0.986
H -2.899 0.895 -0.232
H 0.835 1.228 1.178
N 1.594 -1.985 -1.772
N 0.782 0.254 -0.529
N -2.066 1.728 0.548
N 0.052 1.804 1.291
O -0.606 0.735 -0.664
*
```

natural (NBO) atomic charge list, values in e, 5 entries: number 1, C, carries -0.72; number 2, C, carries 0.45; number 3, C, carries 0.65; number 4, H, carries 0.25; number 5, H, carries 0.24

Last place for stability: entry 2

Entry 1
DFT (ωB97M-V/def2-TZVPD) results for 2 unconnected molecules or ions with the total composition CH3N3S2.

Output
Expectation value of S²: 2.021

ORCA input file:
```
! RIJCOSX wB97M-V def2-TZVPD def2/J DEFGRID3
* xyz 0 3
C -0.241 -1.673 -0.220
N 0.476 -0.828 0.404
N 0.782 0.313 -0.160
N -0.420 1.660 0.957
S -0.695 -1.356 -1.869
S 0.524 0.448 -1.749
H -0.389 -2.589 0.238
H -0.158 2.583 0.616
H 0.120 1.443 1.783
*
```

natural (NBO) atomic charge list, values in e, 5 entries: number 1, C, carries -0.17; number 2, N, carries -0.22; number 3, N, carries -0.40; number 4, N, carries -0.67; number 5, S, carries 0.14

Entry 2
DFT (ωB97M-V/def2-TZVPD) results for CH3N3S2 in the gas phase.

Output
Expectation value of S²: 2.007

ORCA input file:
```
! RIJCOSX wB97M-V def2-TZVPD def2/J DEFGRID3
* xyz 0 3
C -1.031 -0.072 0.138
N 1.292 0.430 -0.033
N 1.352 -0.846 -0.219
N 0.138 0.866 0.265
S -0.266 2.381 0.582
S -0.200 -1.675 -0.038
H -1.593 -0.121 0.960
H -1.696 -0.004 -0.684
H 2.004 -0.958 -0.971
*
```

natural (NBO) atomic charge list, values in e, 5 entries: number 1, C, carries -0.36; number 2, N, carries -0.11; number 3, N, carries -0.49; number 4, N, carries -0.42; number 5, S, carries 0.24

Last place for stability: entry 2